Molecular formula: C17H41ClI3O10P6
Method: DFT, wB97M-V/def2-TZVPD

The geometry in ORCA input format:
```
! wB97M-V def2-TZVPD RIJCOSX def2/J DEFGRID3
* xyz 1 1
C -1.649 -1.326 0.598
C -2.446 -0.031 1.104
I -1.923 0.656 3.097
C -3.425 0.616 0.307
I -3.799 -0.351 -1.630
P -4.335 2.160 0.876
P -5.623 3.019 -0.717
C -4.693 3.078 -2.365
C -5.742 4.861 -0.200
P -5.725 1.624 2.516
O -7.189 1.358 1.662
Cl -6.121 3.296 3.728
P -2.964 3.829 1.436
O -2.805 3.931 3.133
I -0.779 3.255 0.398
H -1.198 -1.155 -0.429
H -0.761 -1.498 1.298
H -2.272 -2.268 0.654
H -4.848 4.037 -2.946
H -5.120 2.243 -3.010
H -3.594 2.831 -2.211
H -4.733 5.310 -0.496
H -6.549 5.400 -0.796
H -5.849 4.996 0.917
H -7.814 0.859 2.225
H -3.289 3.218 3.595
O 2.063 2.518 -3.808
P 3.178 3.410 -4.357
O 4.298 2.231 -4.641
C 4.156 1.425 -5.804
C 4.531 2.183 -7.064
O 3.752 3.927 -2.884
C 2.897 3.955 -1.750
C 3.053 2.689 -0.925
O 4.265 4.533 -5.054
C 3.701 5.793 -5.445
C 3.227 6.614 -4.259
H 3.130 1.046 -5.868
H 4.818 0.566 -5.685
H 3.814 2.985 -7.265
H 4.545 1.517 -7.929
H 5.514 2.648 -6.959
H 1.857 4.111 -2.051
H 3.181 4.819 -1.143
H 2.998 1.788 -1.539
H 2.281 2.632 -0.152
H 4.031 2.672 -0.438
H 2.880 5.618 -6.147
H 4.482 6.340 -5.977
H 2.354 6.154 -3.787
H 2.944 7.620 -4.575
H 4.007 6.687 -3.499
O 0.189 -4.860 2.035
P 0.687 -5.603 3.277
O 0.721 -7.124 2.637
C 1.809 -7.482 1.795
C 3.085 -7.710 2.587
O -0.786 -5.706 4.042
C -1.804 -4.750 3.769
C -2.760 -5.268 2.708
O 1.356 -6.250 4.712
C 1.931 -5.300 5.621
C 0.893 -4.374 6.230
H 1.957 -6.709 1.033
H 1.530 -8.404 1.281
H 3.445 -6.774 3.023
H 3.873 -8.111 1.947
H 2.910 -8.404 3.412
H -1.367 -3.791 3.480
H -2.354 -4.579 4.698
H -2.233 -5.663 1.838
H -3.437 -4.476 2.377
H -3.359 -6.090 3.107
H 2.704 -4.727 5.101
H 2.418 -5.872 6.414
H 0.485 -3.693 5.477
H 1.336 -3.767 7.023
H 0.058 -4.941 6.643
*
```

Properties
Highest occupied orbital energy, eV: -11.7
Frontier orbital gap, eV: 7.48

***

Molecular formula: C17H41F12N7O12S4
Method: DFT, wB97M-V/def2-TZVPD

The geometry in ORCA input format:
```
! wB97M-V def2-TZVPD RIJCOSX def2/J DEFGRID3
* xyz 0 1
N 1.752 -3.050 0.949
H 1.252 -3.329 1.781
H 1.375 -2.143 0.712
H 1.498 -3.740 0.256
H 2.754 -3.028 1.069
N -3.698 -2.677 -1.922
H -4.243 -3.180 -1.236
H -4.257 -2.332 -2.689
H -2.971 -3.336 -2.164
H -3.228 -1.829 -1.640
C 0.998 0.625 -5.696
N 1.076 2.155 -6.011
C 2.426 2.708 -5.539
C 0.986 2.387 -7.570
C -0.005 2.961 -5.267
C -1.454 2.328 -5.219
O -2.043 1.997 -6.450
H 1.019 0.733 -4.611
H 1.906 0.161 -6.083
H 0.111 0.172 -6.138
H 2.549 3.626 -6.114
H 3.251 2.071 -5.857
H 2.494 2.881 -4.465
H 1.892 2.050 -8.075
H 0.987 3.470 -7.694
H 0.046 1.902 -7.831
H 0.055 4.033 -5.456
H 0.522 2.836 -4.321
H -2.161 3.085 -4.879
H -1.441 1.449 -4.575
H -2.605 1.255 -6.215
C 7.066 -0.169 1.799
F 5.763 0.115 2.062
F 7.579 0.997 1.312
F 7.750 -0.523 2.880
S 7.078 -1.598 0.497
O 6.207 -1.209 -0.600
O 8.500 -1.857 0.142
N 6.322 -2.908 1.456
S 7.394 -3.991 1.705
O 7.729 -4.783 0.529
O 8.615 -3.595 2.436
C 6.461 -5.330 2.795
F 7.225 -6.372 3.014
F 6.100 -4.753 3.960
F 5.324 -5.593 2.101
C -6.881 -1.223 -8.840
F -6.955 -1.911 -9.950
F -5.750 -0.604 -8.774
F -7.893 -0.346 -8.759
S -6.890 -2.331 -7.285
O -8.109 -3.167 -7.335
O -5.707 -3.130 -7.412
N -6.688 -1.232 -5.854
S -8.127 -1.096 -5.301
O -9.195 -0.664 -6.204
O -8.477 -2.293 -4.574
C -8.097 0.311 -4.043
F -9.343 0.608 -3.751
F -7.355 0.028 -2.976
F -7.547 1.382 -4.646
C -1.236 1.648 3.302
C -2.035 1.700 1.950
O -1.482 0.781 1.070
H -0.162 1.799 3.197
H -1.402 0.672 3.759
H -1.658 2.413 3.954
H -2.405 2.680 1.648
H -3.015 1.288 2.189
C -0.570 -4.381 7.433
O -0.147 -4.096 6.331
N -0.029 -4.040 8.595
C -0.841 -4.126 9.826
C 1.223 -3.271 8.687
H -1.531 -4.906 7.547
H -0.322 -4.706 10.589
H -1.773 -4.687 9.750
H -1.081 -3.176 10.305
H 1.056 -2.492 9.431
H 1.970 -3.953 9.093
H 1.592 -2.805 7.774
C 3.138 5.624 6.462
O 3.451 5.405 7.679
N 1.966 6.154 6.072
C 0.807 6.336 7.006
C 1.579 6.494 4.670
H 3.805 5.487 5.597
H -0.008 5.660 6.748
H 0.396 7.325 6.801
H 1.167 6.321 8.035
H 2.327 6.130 3.966
H 0.563 6.142 4.497
H 1.711 7.574 4.603
*
```

Properties
Highest occupied orbital energy, eV: -6.1
Frontier orbital gap, eV: 3.33
Energy above the lowest of the compared OMol25 structures with the same formula, charge and spin, kJ/mol: 826.1

***

| no. | total energy (hartree) |
| --- | --- |
| 1 | -4825.857601 |
| 2 | -4749.120131 |